Molecular formula: C18H30FeN3O2S2Se
Method: DFT, ωB97M-V/def2-TZVPD

XYZ file:
```
57
Properties=species:S:1:pos:R:3:nbo_charge:R:1
Fe 1.18451 -0.83051 -0.73261 1.26
C -1.23046 -0.49049 -2.91293 -0.23
C -1.95978 -1.41841 -1.92448 -0.23
N -1.20736 -1.53761 -0.67842 -0.69
C -1.26315 -2.82651 0.00430 -0.24
C -0.58480 -3.95610 -0.77343 -0.53
S 0.96447 -3.46371 -1.60849 0.22
C 0.38092 -3.22291 -3.33865 -0.52
C 0.63795 -1.81992 -3.87513 -0.24
N 0.20967 -0.74096 -2.98191 -0.68
H -1.35322 0.54022 -2.57357 0.20
H -1.70292 -0.59260 -3.89929 0.20
H -2.08229 -2.40940 -2.35996 0.20
H -2.96487 -1.00703 -1.76676 0.21
H -1.47583 -0.80382 -0.02756 0.39
H -2.29725 -3.13728 0.22433 0.20
H -0.73258 -2.70141 0.95089 0.22
H -1.23166 -4.40270 -1.52600 0.23
H -0.29905 -4.74330 -0.07838 0.25
H -0.67093 -3.49151 -3.38309 0.22
H 0.93538 -3.93488 -3.94874 0.25
H 0.14303 -1.73171 -4.85444 0.20
H 1.71450 -1.69952 -4.01895 0.23
H 0.65251 0.10798 -3.32338 0.39
Se 3.32500 -0.18844 -1.05982 -0.35
C 4.86862 -0.05740 -1.97559 0.05
N 5.86615 0.05721 -2.53774 -0.33
C -2.80607 3.09697 3.03256 -0.64
C -1.57213 2.25853 2.96376 0.01
C -0.30294 2.82849 2.96446 -0.21
C 0.82519 2.03628 2.83872 -0.23
C 0.68479 0.66598 2.72038 -0.18
C -0.56701 0.07982 2.76976 -0.23
C -1.68911 0.87132 2.90284 -0.21
S 2.09826 -0.36056 2.25771 1.28
C 2.38177 -1.18876 3.85793 -0.79
O 1.45732 -1.42081 1.40430 -1.05
H -2.59491 4.14113 2.82536 0.22
H -3.24287 3.03362 4.02652 0.24
H -3.55041 2.73195 2.32847 0.22
H -0.19638 3.90083 3.04105 0.23
H 1.80878 2.47831 2.82428 0.23
H -0.64449 -0.99344 2.69150 0.23
H -2.67070 0.42083 2.94437 0.22
H 1.46613 -1.64571 4.21657 0.24
H 2.74174 -0.43414 4.54789 0.25
H 3.14409 -1.94425 3.69167 0.25
C 1.58569 3.30903 -0.51338 -0.74
C 0.39966 2.40267 -0.44177 0.68
C -0.94788 3.00584 -0.70271 -0.73
O 0.50926 1.20041 -0.21424 -0.69
H 1.30380 4.35546 -0.48647 0.23
H 2.12012 3.12381 -1.44571 0.27
H 2.28459 3.08667 0.28988 0.26
H -1.03497 3.99759 -0.26999 0.25
H -1.72637 2.35880 -0.30697 0.24
H -1.09152 3.10601 -1.77892 0.25
```

- E_tot: -5479.92923 Eh
- Orbital gap (alpha / beta): 8.4596 / 8.5499 eV
- Molar mass: 519.4 g/mol
- E_HOMO (alpha / beta): -10.90 / -11.07 eV
- Net charge: +1
- Multiplicity: 5


Molecular formula: C3H12N3O
Method: DFT, ωB97M-V/def2-TZVPD

XYZ file:
```
19
Properties=species:S:1:pos:R:3:nbo_charge:R:1
C 1.74800 0.23273 2.24545 -0.27
O 0.48082 -0.22505 2.59204 -0.76
H 0.02755 0.37167 3.20603 0.49
H 2.04702 1.30356 2.48076 0.21
H 1.83252 -0.12559 1.19357 0.16
H 2.38586 -0.64348 2.81930 0.19
C 0.91159 0.76225 -0.59998 -0.44
C -1.26886 -0.39779 -1.36622 0.69
N -1.57011 -0.68285 -0.08398 -0.77
N -0.04135 0.24876 -1.66555 -0.59
N -2.16301 -0.59506 -2.43579 -0.79
H -0.80845 -0.92393 0.54331 0.45
H -2.50077 -0.76096 0.16839 0.43
H 0.10659 0.72837 -2.62266 0.44
H -1.98335 -0.04981 -3.37892 0.45
H -2.71701 -1.39938 -2.31464 0.43
H 1.32551 -0.17150 -0.15587 0.20
H 0.38969 1.02776 0.36064 0.24
H 1.79775 1.30030 -0.98587 0.26
```

- Energy relative to the best compared isomer or geometry (same formula, charge and spin): 80.9 kcal/mol
- E_tot: -360.70582 Eh
- Orbital gap: 10.0113 eV
- Molar mass: 106.1 g/mol
- E_HOMO: -13.24 eV
- Net charge: +1


Molecular formula: C32H46N3OPdSSbSe4
Method: DFT, ωB97M-V/def2-TZVPD

XYZ file:
```
89
Properties=species:S:1:pos:R:3:lowdin_spin:R:1
Pd 0.94010 1.08930 0.97896 1.20
Se -2.31136 1.24876 4.92817 0.00
Sb -0.26942 0.87287 3.73195 0.02
Se -0.18596 -0.98557 2.11007 0.31
Se 1.62833 -0.05363 5.08787 0.85
Se 0.58755 3.00175 2.72849 0.35
C 0.26589 -2.67964 -2.24370 -0.01
C 1.57659 -2.45348 -1.53534 0.00
C 2.67393 -3.29916 -1.72197 0.16
C 3.87792 -3.08068 -1.04825 0.00
C 5.05557 -4.00466 -1.25220 -0.01
C 3.99262 -2.00154 -0.19522 0.13
C 2.91208 -1.09762 0.01278 0.03
C 1.70632 -1.38980 -0.67299 0.15
N 2.95032 -0.00529 0.79753 0.54
C 4.21443 0.41797 1.41391 0.04
C 4.75414 -0.67598 2.37701 0.02
C 5.22256 0.77050 0.30224 0.02
C 3.96948 1.69034 2.21285 0.00
H 0.32002 -3.53376 -2.91711 0.00
H -0.01222 -1.79554 -2.82344 0.00
H -0.52943 -2.86517 -1.52053 0.00
H 2.58606 -4.14810 -2.39185 0.01
H 4.77453 -4.87994 -1.83541 0.00
H 5.45517 -4.34170 -0.29506 0.00
H 5.86074 -3.48934 -1.77944 0.00
H 4.92595 -1.86467 0.33015 0.01
H 0.84083 -0.75768 -0.51830 0.02
H 5.65811 -1.15146 1.99200 0.00
H 4.00054 -1.44355 2.55371 0.00
H 4.99229 -0.23703 3.34448 0.00
H 5.45943 -0.07577 -0.34004 0.00
H 6.14728 1.13280 0.75221 0.00
H 4.80846 1.56626 -0.31994 0.00
H 3.26015 1.50963 3.01527 0.00
H 3.60671 2.48492 1.56402 0.00
H 4.90519 2.02900 2.66384 0.00
O -1.04707 1.54535 -0.09202 0.07
S -2.16542 2.04561 0.80548 0.00
C -2.44632 3.74547 0.24268 0.00
C -3.57118 4.40548 0.99172 0.00
C -4.56618 5.09801 0.30813 0.00
C -5.60253 5.70849 1.00128 0.00
C -5.65556 5.62633 2.38550 0.00
C -4.66425 4.93984 3.07360 0.00
C -3.62223 4.33553 2.38418 0.00
C -3.68792 1.25587 0.14047 0.00
C -3.78034 1.29422 -1.35337 0.00
C -3.04023 0.39817 -2.12167 0.00
C -3.10327 0.44085 -3.50745 0.00
C -3.89829 1.38535 -4.14374 0.00
C -4.64176 2.27905 -3.38428 0.00
C -4.58454 2.23103 -1.99785 0.00
H -2.60471 3.70635 -0.83767 0.00
H -1.48681 4.22428 0.45674 0.00
H -4.52515 5.16002 -0.77379 0.00
H -6.36740 6.24971 0.45848 0.00
H -6.46713 6.09706 2.92606 0.00
H -4.68917 4.87041 4.15392 0.00
H -2.85850 3.80228 2.94346 0.00
H -4.51873 1.75672 0.63871 0.00
H -3.61709 0.23485 0.51594 0.00
H -2.41852 -0.33614 -1.62353 0.00
H -2.53370 -0.26878 -4.09702 0.00
H -3.95333 1.41417 -5.22454 0.00
H -5.27680 3.00762 -3.87253 0.00
H -5.17743 2.91863 -1.40636 0.00
C 0.72170 4.16453 -4.56687 0.00
C -0.13881 3.59128 -3.44131 0.00
N 0.60334 2.90143 -2.38609 0.01
C 0.76016 1.46075 -2.52083 0.00
C 1.86845 1.02524 -3.47388 0.00
C 1.10605 3.52507 -1.30024 0.01
C 0.93528 5.02406 -1.20731 0.00
N 1.68782 2.86821 -0.34826 0.05
H 0.08040 4.63149 -5.31707 0.00
H 1.30068 3.38326 -5.05638 0.00
H 1.41974 4.91754 -4.20296 0.00
H -0.83520 2.86295 -3.86012 0.00
H -0.75546 4.37758 -3.00979 0.00
H -0.20038 1.04716 -2.82536 0.00
H 0.97971 1.07839 -1.53270 0.00
H 1.64109 1.27255 -4.51134 0.00
H 1.99029 -0.05836 -3.40422 0.00
H 2.81546 1.49242 -3.19773 0.00
H -0.12539 5.27543 -1.15123 0.00
H 1.35961 5.53959 -2.06667 0.00
H 1.41608 5.39786 -0.30777 0.00
H 2.01872 3.51590 0.35485 0.00
```

- Energy relative to the best compared isomer or geometry (same formula, charge and spin): 0.0 kcal/mol
- E_tot: -11858.50739 Eh
- Orbital gap (alpha / beta): 7.1828 / 5.4998 eV
- Molar mass: 1064.8 g/mol
- E_HOMO (alpha / beta): -7.19 / -7.20 eV
- Multiplicity: 5


Molecular formula: C4H4O2
Method: DFT, ωB97M-V/def2-TZVPD

XYZ file:
```
10
Properties=species:S:1:pos:R:3:nbo_charge:R:1
C 1.85384 -0.49365 -0.75773 -0.16
C 1.30783 -0.33640 0.30122 -0.07
C 0.29759 0.41355 1.05044 -0.15
O -0.96190 -0.27090 1.04201 -0.49
C -1.63958 -0.23056 -0.11922 0.65
O -1.29966 0.33330 -1.12560 -0.57
H 2.23398 -0.52203 -1.74544 0.24
H 0.19548 1.36433 0.50908 0.23
H 0.56011 0.58363 2.09153 0.22
H -2.57913 -0.78852 0.00288 0.13
```

- Energy relative to the best compared isomer or geometry (same formula, charge and spin): 45.0 kcal/mol
- E_tot: -305.20779 Eh
- Orbital gap: 11.1726 eV
- Molar mass: 84.1 g/mol
- SMILES string: C#CCOC=O
- E_HOMO: -10.32 eV


Molecular formula: C25H48GaN2O8S
Method: DFT, ωB97M-V/def2-TZVPD

XYZ file:
```
85
Properties=species:S:1:pos:R:3:mulliken_charge:R:1
C -2.88519 -8.29462 1.52447 -0.90
C -3.82909 -7.07213 1.06258 -0.49
Ga -2.70330 -5.48228 0.29387 0.23
S -4.08208 -3.61454 0.52779 -0.52
C -2.28764 -5.97335 -1.66014 -0.66
C -1.39758 -4.90915 -2.47637 -0.68
C -1.97646 -3.41013 -2.49764 -0.34
N -1.00168 -2.54321 -1.76729 -0.28
C -1.63631 -1.34189 -1.15575 -0.29
C -0.64913 -0.88084 0.04538 0.15
C -0.52004 -1.76199 1.31793 0.05
C 0.40501 -1.47784 2.52224 -0.75
C 1.29460 -0.19660 2.45113 -0.58
C 1.15049 0.70961 1.20419 -0.24
C 0.21154 0.41350 0.00237 0.19
O 0.08474 1.25922 -1.15155 -0.49
O -1.18636 -5.32601 1.43441 -0.45
C 0.01364 -5.31337 0.73527 0.57
N 1.05820 -5.02731 0.19049 -0.60
H -2.36634 -8.73641 0.60226 0.22
H -3.53821 -9.06531 2.07185 0.32
H -2.10824 -7.85542 2.24926 0.19
H -4.65337 -7.37182 0.31747 0.24
H -4.34469 -6.66121 1.99687 0.23
H -4.97117 -3.78038 -0.54989 0.10
H -1.66968 -6.95614 -1.62695 0.26
H -3.22582 -6.24502 -2.28361 0.35
H -0.28523 -4.92142 -2.16262 0.36
H -1.39000 -5.27064 -3.57917 0.32
H -1.95268 -3.05977 -3.60381 0.27
H -3.06295 -3.30826 -2.16134 0.12
H -0.59014 -3.12739 -1.01480 0.13
H -1.63311 -0.47204 -1.91775 0.22
H -2.71502 -1.48627 -0.80961 0.22
H -1.16764 -2.70146 1.36047 0.24
H 0.45233 -2.20722 3.40763 0.34
H 2.01345 0.01821 3.31309 0.36
H 1.79423 1.66276 1.13567 0.37
H -0.64661 1.89463 -0.97553 0.26
C -3.04110 5.08104 6.64837 -0.80
O -1.69994 5.12066 6.19973 -0.25
C -0.76367 5.05736 7.26974 -0.55
C 0.52250 4.37115 6.82115 -0.32
O 0.40650 2.95334 6.70711 -0.49
C -0.35676 2.46516 5.59905 -0.40
C 0.32591 2.66092 4.24931 -0.30
O 0.20291 4.01534 3.81967 -0.34
C 1.27743 4.42327 2.99594 -0.69
H -3.27882 5.98187 7.22363 0.32
H -3.69125 5.03728 5.77286 0.23
H -3.22156 4.18560 7.25242 0.34
H -1.18254 4.51151 8.12263 0.35
H -0.54364 6.08675 7.57692 0.40
H 1.27775 4.53942 7.59597 0.41
H 0.91965 4.80970 5.90396 0.10
H -1.36633 2.87478 5.60954 0.11
H -0.45454 1.38858 5.77077 0.42
H -0.15891 2.03103 3.49664 0.34
H 1.38066 2.37250 4.33254 0.30
H 2.23440 4.28384 3.51067 0.34
H 1.15745 5.48717 2.78159 0.27
H 1.26904 3.86662 2.05261 0.20
C 3.32087 4.67141 -6.88514 -0.80
O 2.69599 3.72983 -6.03502 -0.24
C 1.57376 3.10187 -6.64638 -0.59
C 1.39429 1.68275 -6.11701 -0.21
O 2.33311 0.74846 -6.65033 -0.48
C 3.67773 0.85985 -6.17761 -0.32
C 3.85494 0.42779 -4.72527 -0.59
O 3.39284 1.44429 -3.84319 -0.30
C 2.92285 0.92323 -2.61155 -0.76
H 2.65219 5.51716 -7.07638 0.32
H 4.22028 5.03610 -6.38562 0.23
H 3.62068 4.20294 -7.82870 0.35
H 1.69256 3.06605 -7.73529 0.35
H 0.68784 3.70000 -6.40262 0.39
H 0.41219 1.32666 -6.44447 0.41
H 1.38417 1.65287 -5.02619 0.04
H 4.07422 1.85881 -6.35820 0.12
H 4.25898 0.17500 -6.80367 0.40
H 4.91909 0.26753 -4.51604 0.40
H 3.31155 -0.50969 -4.55809 0.35
H 2.12758 0.19044 -2.78020 0.34
H 2.50807 1.74693 -2.02876 0.19
H 3.74660 0.46841 -2.04991 0.36
```

- E_tot: -4015.54954 Eh
- Orbital gap: 7.2046 eV
- Molar mass: 606.5 g/mol
- E_HOMO: -4.95 eV
- Net charge: -1


Molecular formula: C5H11AgO3
Method: DFT, ωB97M-V/def2-TZVPD

XYZ file:
```
20
Properties=species:S:1:pos:R:3:nbo_charge:R:1
H 0.38374 1.10089 1.93267 0.00
O 0.14479 2.92228 -0.14037 -0.59
C 1.38748 2.66042 -0.13268 0.37
C 1.84271 1.31447 0.07140 -0.05
O 0.83696 0.51647 -0.50854 -0.61
C 0.90308 -0.87131 -0.78709 -0.09
C -0.24958 -1.52190 -0.05943 -0.09
O -1.41532 -0.72073 -0.27225 -0.60
C -2.64073 -1.38033 0.04243 -0.25
Ag -1.05987 1.29894 -0.01890 0.91
H 2.10795 3.46745 0.06670 0.19
H 2.81699 1.06662 -0.36428 0.25
H 1.85999 -1.29833 -0.46273 0.22
H 0.75477 -0.94831 -1.87245 0.22
H -0.05497 -1.59224 1.02159 0.19
H -0.41322 -2.53234 -0.45778 0.21
H -3.46279 -0.72175 -0.25464 0.21
H -2.70708 -2.31432 -0.53003 0.20
H -2.68857 -1.58668 1.12049 0.19
H 1.65368 1.14070 1.60590 0.12
```

- Energy relative to the best compared isomer or geometry (same formula, charge and spin): 55.8 kcal/mol
- E_tot: -569.31148 Eh
- Orbital gap (alpha / beta): 9.1180 / 7.0294 eV
- Molar mass: 227.0 g/mol
- E_HOMO (alpha / beta): -13.09 / -13.31 eV
- Net charge: +1
- Multiplicity: 2